[1]
ORCA calculation (ωB97M-V with the def2-TZVPD basis set) on C3H3NOS2 in the gas phase in a non-equilibrium geometry.

## Properties
LUMO level   -0.9 eV
Gap between HOMO and LUMO   7.97 eV
ΔE to the lowest compared entry with this formula, charge and spin   72.36 kcal/mol
Electronic energy   -1042.3834 hartree
Structure (SMILES)   O=CNC(=S)C=S
Largest force on an atom   5.675 eV Å⁻¹

```
! wB97M-V def2-TZVPD RIJCOSX def2/J DEFGRID3
* xyz 0 1
N -0.430 0.812 -0.254
O 1.835 0.254 -0.043
S 0.855 -2.310 -0.437
S -2.557 -0.723 -0.246
C 0.992 1.119 -0.322
H 1.417 2.133 -0.459
H -1.112 1.521 -0.780
H -0.017 -1.218 1.890
C 0.037 -1.219 0.602
C -1.020 -0.369 0.046
*
```



[2]
ORCA calculation (ωB97M-V with the def2-TZVPD basis set) on a molecular structure, C46H58AsClF6O5Pb in a non-equilibrium geometry.

## Properties
LUMO level (spin up / spin down)   -0.4 / -0.4 eV
Gap between HOMO and LUMO (spin up / spin down)   2.98 / 2.98 eV
Electronic energy   -5651.3369 hartree
Expectation value of S²   0.753
Largest force on an atom   6.570 eV Å⁻¹

```
! wB97M-V def2-TZVPD RIJCOSX def2/J DEFGRID3
* xyz -1 2
C 0.711 -3.080 3.154
H -7.645 -0.355 -0.824
C 3.608 -0.584 0.556
H 2.049 6.903 -2.165
H 2.126 4.928 -2.431
H -2.132 4.098 0.773
H -2.219 3.147 2.440
C -0.934 7.111 -0.723
H -2.033 6.874 -0.855
C 1.519 -3.284 1.974
C -0.977 -1.872 1.895
C 5.383 2.882 1.151
H -2.501 -0.713 2.900
H -3.587 -2.105 0.834
C -1.801 -0.490 2.094
H 5.884 -0.021 2.070
H 2.727 2.745 2.021
C -3.923 0.352 -1.538
F 2.743 -8.440 -3.473
H -1.552 6.284 -3.690
H -0.881 8.214 -0.497
C 3.339 1.963 2.524
H 6.023 3.172 2.010
C -6.252 -2.108 -0.008
H -4.139 -11.823 7.610
F 1.095 -10.218 -3.671
C 1.328 5.819 -5.336
F 2.678 -11.242 -2.076
H -2.793 2.355 -2.788
H -5.354 -1.627 -3.368
C -0.039 5.172 -2.142
H -6.418 0.757 -1.576
C 2.665 1.148 -1.690
C 1.325 -2.347 0.863
H 1.174 8.482 -2.134
H 2.214 5.904 -4.625
C -0.138 -1.890 0.796
H -6.379 -2.786 -2.552
H -4.424 0.524 -2.512
C -0.138 6.719 -2.020
O -1.666 1.961 0.678
C 4.576 1.563 1.606
H 2.314 -3.988 1.942
C -2.726 2.484 -1.699
H 4.740 3.789 0.940
F 4.495 -10.036 -3.267
C -5.650 -1.285 -1.187
H -6.512 -1.468 0.819
F 1.303 -2.932 -4.976
C -4.349 -0.728 -0.756
C 5.542 0.890 2.537
C 2.827 -1.040 -0.537
H -0.746 -3.584 5.262
F 3.080 -10.722 -4.910
H 1.353 7.564 -0.740
C -3.026 1.268 -1.003
H -7.168 -2.592 -0.372
C -2.645 1.103 0.317
H 0.385 5.560 -4.923
O 3.127 -1.079 -2.838
C -6.832 -0.255 -1.564
C -2.759 -0.160 1.020
H 0.216 -4.297 6.264
Cl 17.169 -3.992 0.118
C 3.908 0.831 0.547
H -5.500 -2.803 0.416
H 0.649 -0.195 -4.362
H 1.340 -2.472 -1.390
C 1.902 -2.092 -0.430
H 3.077 -4.246 4.816
C -0.994 7.108 -3.226
H -1.140 0.354 2.294
H -7.400 -0.365 -2.580
C -5.445 -2.204 -2.428
O -0.420 -1.559 -0.395
C 1.166 4.469 -2.316
C -0.184 2.290 -2.138
C -3.948 -10.744 7.822
O 0.610 -0.353 -5.548
C 2.266 2.205 -2.548
C -1.763 3.288 1.424
H 1.394 6.045 -6.368
H -3.151 -10.359 7.209
H 2.873 2.354 -3.450
C -1.243 4.440 -1.940
C 0.107 -4.288 5.200
H -4.573 -2.907 -2.369
C 1.194 3.057 -2.290
H -4.977 -10.282 7.336
H -0.451 -5.145 4.755
H 2.993 -2.535 5.342
C 1.190 7.454 -1.790
H -1.197 -2.457 3.960
H 5.002 0.542 3.476
H 3.594 2.356 3.476
C -0.556 -2.481 3.023
H 3.702 -1.182 1.453
C 1.079 -3.605 4.370
H 2.144 -3.840 6.145
C 2.380 -3.488 5.117
Pb 2.509 -1.342 -5.607
H 2.738 2.524 -0.173
H -2.260 4.930 -2.031
H -3.809 -10.424 9.008
H -0.800 3.566 1.812
H -3.464 3.218 -1.425
H -1.707 7.900 -2.972
H 6.083 2.782 0.328
C 2.803 -0.305 -1.870
C -1.294 3.135 -1.748
H -0.331 7.549 -4.035
C 3.138 1.526 -0.423
As 2.792 -10.108 -3.386
C -3.604 -1.091 0.439
O -0.328 1.060 -2.042
H -0.536 6.738 0.223
H 2.681 1.119 2.724
H 6.383 1.441 2.860
*
```



[3]
ORCA calculation (ωB97M-V with the def2-TZVPD basis set) on C4H8O2 in the gas phase in a non-equilibrium geometry.

## Properties
LUMO level (spin up / spin down)   0.5 / 0.5 eV
Gap between HOMO and LUMO (spin up / spin down)   8.20 / 8.40 eV
ΔE to the lowest compared entry with this formula, charge and spin   102.59 kcal/mol
Electronic energy   -307.5489 hartree
Largest force on an atom   1.242 eV Å⁻¹

```
! wB97M-V def2-TZVPD RIJCOSX def2/J DEFGRID3
* xyz 0 1
C -0.343 -0.367 -0.309
C 0.658 0.491 0.392
H -3.167 -0.150 -1.757
H 2.350 -0.779 -0.046
H 0.186 0.909 1.307
H -0.524 -1.405 -0.040
C 1.858 -0.334 0.823
O 1.110 1.561 -0.420
H -2.723 -1.013 -0.105
C -2.542 -0.285 -0.888
O -1.332 0.240 -0.933
H 1.541 -1.139 1.496
H 2.574 0.298 1.355
H 0.328 1.974 -0.810
*
```



[4]
ORCA calculation (ωB97M-V with the def2-TZVPD basis set) on 2 unconnected molecules or ions with the total composition C3H8F2O2P in a non-equilibrium geometry.

## Properties
LUMO level   -5.2 eV
Gap between HOMO and LUMO   9.97 eV
ΔE to the lowest compared entry with this formula, charge and spin   65.41 kcal/mol
Electronic energy   -810.3909 hartree
Largest force on an atom   4.602 eV Å⁻¹

```
! wB97M-V def2-TZVPD RIJCOSX def2/J DEFGRID3
* xyz 1 1
H 1.320 0.100 0.937
H -0.034 2.995 1.380
H 0.625 2.133 -0.146
H 2.218 1.491 1.480
F -2.919 0.124 0.009
F 0.554 -3.260 -0.302
C -0.737 -1.142 -2.255
C 1.218 0.987 1.610
P -1.403 -0.135 0.404
H 0.899 0.717 2.587
H -0.266 -1.008 -3.309
H -1.180 -2.211 -2.069
H 1.353 -3.808 -0.389
C 0.166 1.931 0.933
O -0.738 -0.284 -1.412
O -1.078 1.372 0.542
*
```



[5]
ORCA calculation (ωB97M-V with the def2-TZVPD basis set) on 5 unconnected molecules or ions with the total composition C25H25N5 in a non-equilibrium geometry.

## Properties
LUMO level   0.7 eV
Gap between HOMO and LUMO   9.89 eV
ΔE to the lowest compared entry with this formula, charge and spin   88.10 kcal/mol
Electronic energy   -1241.3390 hartree
Structure (SMILES)   c1ccncc1.c1ccncc1.c1ccncc1.c1ccncc1.c1ccncc1
Largest force on an atom   3.383 eV Å⁻¹

```
! wB97M-V def2-TZVPD RIJCOSX def2/J DEFGRID3
* xyz 0 1
C -2.744 -0.627 -3.509
H -1.855 4.312 -0.856
H 0.451 -7.933 -0.603
N -3.968 -0.024 -1.456
H -1.261 -1.901 -0.758
H -0.310 -6.549 1.375
C 1.512 -0.096 1.904
C 0.251 -6.880 -0.736
H -5.256 2.348 0.688
H 5.598 4.626 -0.905
C -3.090 -0.775 -0.756
H -2.002 1.231 1.239
H 2.508 -0.492 2.037
C -0.057 -6.136 0.409
C 5.338 3.668 -0.482
H -0.005 -4.173 1.251
C 5.042 1.117 0.541
H 5.114 0.131 0.976
H 1.222 -4.144 -2.583
C -2.825 4.128 2.257
C 5.122 3.511 0.893
N 5.497 2.566 -1.306
C -2.008 -1.414 -1.367
H 0.450 -2.002 1.642
C 5.369 1.331 -0.787
H 0.032 2.870 1.450
H -2.625 4.546 3.233
H 5.610 0.415 -1.305
H 2.251 1.939 1.856
C -3.773 0.022 -2.834
N 0.431 -4.039 -0.777
H -1.105 -1.915 -3.291
C -3.879 3.198 2.129
C 0.704 -6.160 -1.887
H -3.739 2.933 -1.286
H -4.429 2.912 3.013
H -4.403 0.721 -3.363
H -3.238 -0.900 0.306
C -3.515 3.157 -0.254
C -2.455 4.002 -0.013
H -2.612 -0.591 -4.581
N -2.073 4.497 1.225
C 0.080 1.797 1.559
C 0.774 -4.747 -1.807
N -0.890 -0.427 1.569
H 1.045 -6.701 -2.757
C 1.375 1.309 1.810
C -1.885 -1.379 -2.770
H 4.896 2.101 2.477
C 5.010 2.187 1.407
H 5.096 4.393 1.517
C -0.995 0.894 1.436
C 0.110 -4.738 0.337
C 0.395 -0.925 1.691
C -4.284 2.803 0.801
*
```



[6]
ORCA calculation (ωB97M-V with the def2-TZVPD basis set) on 6 unconnected molecules or ions with the total composition C6H24O6 in a non-equilibrium geometry.

## Properties
LUMO level   0.4 eV
Gap between HOMO and LUMO   10.61 eV
ΔE to the lowest compared entry with this formula, charge and spin   107.38 kcal/mol
Electronic energy   -694.2813 hartree
Structure (SMILES)   CO.CO.CO.CO.CO.CO
Largest force on an atom   2.867 eV Å⁻¹

```
! wB97M-V def2-TZVPD RIJCOSX def2/J DEFGRID3
* xyz 0 1
H 8.541 -1.627 -1.287
C -0.573 -5.156 -4.406
H 3.065 -1.218 -5.688
O -1.700 0.667 2.194
H -1.529 -4.903 -3.949
C 2.473 -0.303 -5.716
H -0.147 1.134 0.799
H 6.876 -0.197 -0.895
H 6.218 -1.830 -1.174
O 0.498 -4.830 -3.598
H -1.184 5.191 8.069
H -6.066 1.815 1.749
C -0.606 4.875 7.200
H -0.473 -4.597 -5.337
C -0.718 0.319 1.245
O -0.888 3.534 6.728
H -8.882 1.743 1.643
H 0.457 4.981 7.414
H 1.333 0.676 -4.599
H -0.577 -6.206 -4.698
H -1.294 1.055 2.972
H -0.890 5.615 6.452
H -0.600 2.941 7.426
H -7.815 0.789 0.616
H 0.055 -0.362 1.602
C 6.822 -1.214 -0.508
O -6.928 2.235 1.705
H -1.237 -0.203 0.441
H 1.852 -0.389 -6.608
C -7.917 1.238 1.604
O 1.827 -0.144 -4.530
O 8.163 -1.701 -0.407
H 3.046 0.623 -5.763
H 6.201 -1.162 0.385
H -7.836 0.488 2.391
H 0.433 -3.880 -3.471
*
```



[7]
ORCA calculation (ωB97M-V with the def2-TZVPD basis set) on a molecular structure, C6HF3O4 in a non-equilibrium geometry.

## Properties
LUMO level   6.4 eV
Gap between HOMO and LUMO   7.62 eV
Electronic energy   -829.7509 hartree
Largest force on an atom   5.704 eV Å⁻¹

```
! wB97M-V def2-TZVPD RIJCOSX def2/J DEFGRID3
* xyz -2 1
F 1.462 2.355 0.302
C -2.003 -1.096 -0.132
O -2.316 -1.410 -1.311
C 0.795 1.400 -0.319
C 1.570 -0.911 0.936
C -0.851 -0.156 -0.008
H 0.769 -1.082 -1.127
F 1.068 1.487 -1.714
C -0.671 1.157 -0.057
O 1.175 -0.966 2.088
C 0.547 -0.550 -0.157
O -2.603 -1.356 0.918
F -1.619 2.200 0.118
O 2.677 -1.071 0.463
*
```



[8]
ORCA calculation (ωB97M-V with the def2-TZVPD basis set) on a molecular structure, C22H14F5N2O3SW.

## Properties
LUMO level   -4.0 eV
Gap between HOMO and LUMO   7.15 eV
ΔE to the lowest compared entry with this formula, charge and spin   5.34 kcal/mol
Electronic energy   -2146.4484 hartree
Largest force on an atom   0.772 eV Å⁻¹

```
! wB97M-V def2-TZVPD RIJCOSX def2/J DEFGRID3
* xyz 1 1
C 2.590 -0.526 0.002
H -2.501 -2.403 0.830
F 0.775 0.068 2.212
C 0.562 3.890 3.693
F -0.245 4.649 1.640
H 3.803 1.114 -0.652
O 1.472 -0.027 -0.503
C -4.123 0.012 -3.592
C 1.018 2.850 4.486
H -1.226 2.594 -3.533
H -0.648 -4.012 0.749
C 4.937 -0.372 0.423
H -0.478 -3.763 -0.997
C -4.195 1.139 -4.384
C -3.021 -0.181 -2.754
C 1.383 -2.535 0.579
H -5.049 1.301 -5.026
C -1.993 0.768 -2.744
N -2.048 -1.546 -1.007
C 3.749 -2.302 1.195
H -3.209 2.950 -4.986
C 1.082 1.575 3.958
F 0.495 5.120 4.180
C -2.932 -1.347 -1.916
H 1.490 -3.584 0.857
H -3.699 -2.109 -2.058
N 0.207 -2.166 0.165
C 0.694 1.348 2.652
C 0.233 2.357 1.832
O -1.518 -0.235 1.091
C -0.739 -3.279 -0.053
C -2.044 1.888 -3.550
W -0.487 -0.130 -0.246
S -0.201 2.221 0.131
H 5.832 -1.995 1.526
C 4.921 -1.601 1.099
H -2.824 -3.461 -0.567
C 0.181 3.632 2.389
F 1.519 0.566 4.709
F 1.390 3.071 5.738
C -3.153 2.071 -4.358
C 2.568 -1.766 0.647
H 5.870 0.168 0.334
O -0.893 0.539 -1.990
H -4.918 -0.724 -3.606
H 3.716 -3.267 1.686
C 3.796 0.167 -0.131
C -2.139 -2.725 -0.146
*
```



[9]
ORCA calculation (ωB97M-V with the def2-TZVPD basis set) on 2 unconnected molecules or ions with the total composition C4H9N2O in a non-equilibrium geometry.

## Properties
LUMO level   -3.3 eV
Gap between HOMO and LUMO   10.74 eV
ΔE to the lowest compared entry with this formula, charge and spin   17.43 kcal/mol
Electronic energy   -342.3295 hartree
Largest force on an atom   2.945 eV Å⁻¹

```
! wB97M-V def2-TZVPD RIJCOSX def2/J DEFGRID3
* xyz 1 1
H 0.145 2.688 -0.394
H -1.118 4.796 3.025
H -0.443 0.325 -0.956
H 2.085 2.509 3.240
C 1.280 0.994 2.044
O -0.823 4.718 3.960
N 0.561 2.439 0.522
H -1.484 5.236 4.473
H 0.866 -0.648 -0.216
H 1.011 4.226 1.672
H 1.548 0.153 2.685
C 0.970 3.140 1.585
C 0.557 1.059 0.885
H -0.751 -0.588 0.554
N 1.520 2.264 2.407
C 0.000 0.000 0.000
*
```



[10]
ORCA calculation (ωB97M-V with the def2-TZVPD basis set) on C15H10F4N2S in the gas phase in a non-equilibrium geometry.

## Properties
LUMO level   0.5 eV
Gap between HOMO and LUMO   7.83 eV
Electronic energy   -1484.7231 hartree
Structure (SMILES)   Nc1sc2ccccc2c1Nc1ccc(F)c(C(F)(F)F)c1
Largest force on an atom   4.524 eV Å⁻¹

```
! wB97M-V def2-TZVPD RIJCOSX def2/J DEFGRID3
* xyz 0 1
H -0.025 -1.727 2.474
C 0.368 -2.742 -1.216
H 1.997 2.442 0.808
H 0.184 -0.621 -1.581
N 0.199 0.225 0.924
C 0.473 -3.767 -0.233
C -0.537 1.183 0.123
C -1.882 1.040 -0.304
S -2.308 2.333 -1.401
H -3.245 -0.150 -1.069
C -0.799 3.155 -1.089
C 0.191 -4.573 2.249
H 2.815 4.499 -0.534
C 0.080 2.496 -0.230
H 0.859 5.975 -1.745
N -2.528 -0.140 -0.335
F -0.138 -3.991 3.425
F -0.584 -5.586 1.742
H -1.277 5.054 -2.005
C 0.750 4.981 -1.319
C 1.338 2.961 0.073
C -0.485 4.462 -1.591
H 0.995 0.548 1.503
C 0.319 -3.496 1.178
H 0.380 -3.179 -2.249
C 0.246 -2.108 1.494
C 1.715 4.198 -0.558
F 1.360 -5.030 2.645
C 0.279 -1.086 0.468
F 0.830 -4.990 -0.631
H -1.927 -0.952 -0.154
C 0.359 -1.414 -0.862
*
```



[11]
ORCA calculation (ωB97M-V with the def2-TZVPD basis set) on a gas-phase ion, C34H27N2O9S2 (charge -1) in a non-equilibrium geometry.

## Properties
LUMO level   1.0 eV
Gap between HOMO and LUMO   5.29 eV
ΔE to the lowest compared entry with this formula, charge and spin   0.00 kcal/mol
Electronic energy   -2894.6756 hartree
Structure (SMILES)   COc1ccc([C@H](C(S(=O)(=O)c2ccccc2)=[S@@](=O)([O-])c2ccccc2)C(c2ccc([N+](=O)[O-])cc2)c2ccc([N+](=O)[O-])cc2)cc1
Largest force on an atom   3.033 eV Å⁻¹

```
! wB97M-V def2-TZVPD RIJCOSX def2/J DEFGRID3
* xyz -1 1
O -0.404 2.123 0.278
O 2.744 0.185 1.601
C 1.988 3.046 1.562
C 1.022 2.715 3.771
S -0.345 1.602 1.635
N 4.206 -1.049 -3.209
H -2.718 0.013 -2.292
H -6.751 0.748 2.615
N -4.984 -3.912 -2.620
H -1.056 -3.567 -0.493
H 1.931 2.868 0.491
C -6.720 0.073 3.481
H 2.905 -5.955 2.009
H 2.733 1.162 -2.861
O -1.474 1.795 2.519
C 2.074 3.437 4.331
H 3.453 -1.894 0.714
H -7.071 -0.928 3.193
C -2.094 -1.083 1.786
C -1.996 -0.795 3.153
O -6.015 -3.285 -2.941
H -2.677 -4.946 -1.777
C 1.066 0.324 -1.751
H 3.777 4.211 1.469
C 3.227 -3.980 1.204
H 2.922 -3.063 -2.114
C 2.281 0.277 -2.423
H 0.538 1.271 -1.664
C -1.797 -3.077 -1.132
C 2.387 -2.124 -2.016
C 2.029 -2.179 2.296
C -0.867 -0.797 -0.492
C -2.758 -1.067 -2.132
H -0.285 -2.079 1.077
H -1.020 -0.751 3.631
O 1.556 -0.121 3.800
C -4.391 -0.540 3.341
C -1.836 -1.678 -1.256
C 0.166 -0.085 1.631
C 1.004 2.502 2.389
C 0.498 -0.839 -1.206
H 1.421 -5.147 3.858
C 3.058 3.996 3.510
H 0.882 -2.717 4.038
H 3.863 4.587 3.945
C 1.825 -4.445 3.124
H 3.891 -4.300 0.397
C -2.710 -3.863 -1.822
H -5.491 -1.078 1.534
O 4.741 -2.185 -3.266
C -3.108 -0.545 3.930
H -4.491 -1.382 -3.399
C -4.519 -1.010 2.018
C -3.752 -3.211 -2.509
O -5.399 0.017 4.062
O -4.993 -5.132 -2.326
C -3.736 -1.827 -2.752
C 2.952 -2.623 1.345
S 1.679 -0.420 2.380
C 3.015 3.795 2.127
O 4.744 -0.028 -3.692
C -0.772 -1.096 0.960
C 2.668 -4.895 2.101
C 1.507 -3.088 3.226
C 2.941 -0.954 -2.559
C 1.167 -2.061 -1.360
H -3.507 -1.702 0.280
H 0.733 -2.993 -0.991
H 0.221 2.305 4.383
H -7.336 0.471 4.286
H -1.247 0.221 -0.608
C -3.373 -1.305 1.279
H 2.110 3.547 5.414
H -3.015 -0.238 4.968
*
```



[12]
ORCA calculation (ωB97M-V with the def2-TZVPD basis set) on C2H5BrOS in the gas phase in a non-equilibrium geometry.

## Properties
LUMO level   0.5 eV
Gap between HOMO and LUMO   9.77 eV
ΔE to the lowest compared entry with this formula, charge and spin   58.29 kcal/mol
Electronic energy   -3126.5394 hartree
Largest force on an atom   5.622 eV Å⁻¹

```
! wB97M-V def2-TZVPD RIJCOSX def2/J DEFGRID3
* xyz 0 1
H 0.351 -1.229 -1.193
S 1.035 0.559 0.429
Br -0.745 0.952 -2.108
C -0.987 0.005 1.167
H -0.960 0.645 1.984
H 1.462 0.311 -1.796
C 0.546 -0.056 -1.302
H -1.839 0.301 0.681
H -0.782 -1.006 1.298
O 1.918 -0.482 0.840
*
```